Formula: C2H7N3P
Source: OMol25
Level of theory: ωB97M-V/def2-TZVPD

Cartesian coordinates (Å):
N1 1.5309 -0.0263 1.2663
P1 2.0362 0.1624 -0.1090
C1 0.4983 0.2733 -1.2051
C2 -0.6185 -0.0138 -0.2508
N2 -0.3221 0.5065 1.0546
N3 -0.8144 -0.2042 2.0321
H1 3.2403 -0.1330 -0.9307
H2 0.6367 -0.3095 -2.0558
H3 0.2780 1.3348 -1.6510
H4 -1.6318 0.5691 -0.6672
H5 -0.7928 -1.0382 -0.3351
H6 -0.7956 -1.1987 1.8870
H7 -0.7397 0.1958 2.9585

Calculated values
**Energy**: -585.5739 hartree
**Net charge**: +1
**SMILES**: N#[PH]CCN=[NH2+]
**Gap between HOMO and LUMO**: 0.329 Ha

Atomic partial charges in e from the Mulliken method, atoms 1 to 8: -0.33 0.44 -0.80 -0.32 -0.07 -0.24 0.21 0.51